Entry 1:
Here is a single C3HNS molecule in a non-equilibrium geometry from OMol25. Energies are from ωB97M-V/def2-TZVPD.

Computed properties:
LUMO energy (spin up / spin down) = 0.10 / -2.18 eV
M = 83.11 Da
2S+1 = 3
total energy = -15445.3470 eV
Kohn-Sham gap (spin up / spin down) = 0.2484 / 0.2813 Eh

```
6
Properties=species:S:1:pos:R:3:forces:R:3
C 1.150 0.038 -0.055 -2.979 -3.882 -2.721
C -1.163 -0.040 0.141 -5.402 0.725 0.273
C -0.105 -0.597 -0.318 4.273 1.378 0.085
N 1.122 -1.230 0.163 0.904 -1.293 0.979
S -2.477 0.864 -0.006 1.002 -0.459 0.338
H 1.473 0.965 0.074 2.203 3.530 1.046
```
Forces are in eV/Å.

=====

Entry 2:
Here is 2 unconnected molecules or ions with the total composition C3HS2 in a non-equilibrium geometry from OMol25. Energies are from ωB97M-V/def2-TZVPD.

Computed properties:
LUMO energy = 2.63 eV
M = 101.17 Da
charge = -1
total energy = -24793.5968 eV
Kohn-Sham gap = 0.1979 Eh

```
6
Properties=species:S:1:pos:R:3:forces:R:3
C 0.543 -0.451 0.262 -3.898 0.643 0.197
C 1.553 0.129 -0.115 3.012 -0.582 -0.020
C -2.143 -0.544 0.219 -1.662 0.416 -0.296
S 3.225 0.321 -0.358 -0.999 0.523 -0.171
S -2.553 0.848 -0.312 -0.383 -0.182 0.016
H -0.625 -0.302 0.305 3.931 -0.819 0.274
```
Forces are in eV/Å.

=====

Entry 3:
Here is 2 unconnected molecules or ions with the total composition C3IO2 in a non-equilibrium geometry from OMol25. Energies are from ωB97M-V/def2-TZVPD.

Computed properties:
LUMO energy = 2.70 eV
M = 194.94 Da
charge = -1
total energy = -15307.4043 eV
Kohn-Sham gap = 0.2214 Eh

```
6
Properties=species:S:1:pos:R:3:forces:R:3
C -0.772 -0.367 -0.795 1.417 -1.652 -0.705
C -0.011 0.536 -0.280 -0.940 -0.200 -0.115
C 0.309 1.701 0.076 1.609 3.743 1.468
O -1.157 -1.316 -1.336 -0.715 1.047 0.520
O 0.719 2.770 0.439 -1.327 -3.015 -1.119
I 0.912 -3.324 1.896 -0.043 0.076 -0.049
```
Forces are in eV/Å.

=====

Entry 4:
Here is a gas-phase ion, C3IO2 (charge -1) in a non-equilibrium geometry from OMol25. Energies are from ωB97M-V/def2-TZVPD.

Computed properties:
LUMO energy = 3.25 eV
M = 194.94 Da
charge = -1
total energy = -15306.3058 eV
SMILES = O=c1c([O-])c1I
Kohn-Sham gap = 0.2533 Eh

```
6
Properties=species:S:1:pos:R:3:forces:R:3
C -0.218 0.880 0.342 -0.712 0.651 0.240
C -0.360 -0.433 -0.097 1.598 1.652 0.843
C 1.005 -0.150 -0.143 0.193 0.401 -0.967
O -0.497 2.008 0.732 0.508 -2.301 -0.743
O 2.187 -0.164 -0.424 -1.709 -0.459 0.675
I -2.117 -2.141 -0.410 0.123 0.056 -0.048
```
Forces are in eV/Å.

=====

Entry 5:
Here is a molecular structure, C3InO in a non-equilibrium geometry from OMol25. Energies are from ωB97M-V/def2-TZVPD.

Computed properties:
LUMO energy (spin up / spin down) = -21.73 / -21.73 eV
M = 166.85 Da
charge = +3
total energy = -10280.3795 eV
Kohn-Sham gap (spin up / spin down) = 0.2126 / 0.2124 Eh

```
5
Properties=species:S:1:pos:R:3:forces:R:3
C -1.227 -0.790 0.007 -4.325 -2.581 -1.248
C -0.442 0.492 0.300 5.271 1.815 -1.575
O -1.757 0.390 -0.088 1.674 -1.724 1.314
C 0.700 -0.032 -0.018 -3.723 2.697 1.371
In 2.726 -0.060 -0.202 1.102 -0.207 0.136
```
Forces are in eV/Å.

=====

Entry 6:
Here is a molecular structure, C3LaO3 in a non-equilibrium geometry from OMol25. Energies are from ωB97M-V/def2-TZVPD.

Computed properties:
LUMO energy (spin up / spin down) = -10.55 / -10.62 eV
M = 222.94 Da
charge = +2
2S+1 = 2
total energy = -10090.5471 eV
Kohn-Sham gap (spin up / spin down) = 0.2193 / 0.2643 Eh

```
7
Properties=species:S:1:pos:R:3:forces:R:3
C -1.198 0.123 0.059 2.398 -0.808 1.525
C -2.513 0.106 -0.203 -6.062 1.889 -0.515
O -3.683 0.197 -0.228 4.292 -0.609 -0.288
O 3.167 0.118 -0.436 -1.078 0.073 0.985
O -0.965 -1.011 0.704 3.081 0.852 0.886
C 4.008 0.106 -1.198 0.949 -0.052 -0.881
La 1.183 0.361 1.302 -3.580 -1.346 -1.713
```
Forces are in eV/Å.

=====

> Which value of M does entry 6 give?

222.94 Da

=====

Copy entry 6 word for word.
Here is a molecular structure, C3LaO3 in a non-equilibrium geometry from OMol25. Energies are from ωB97M-V/def2-TZVPD.

Computed properties:
LUMO energy (spin up / spin down) = -10.55 / -10.62 eV
M = 222.94 Da
charge = +2
2S+1 = 2
total energy = -10090.5471 eV
Kohn-Sham gap (spin up / spin down) = 0.2193 / 0.2643 Eh

```
7
Properties=species:S:1:pos:R:3:forces:R:3
C -1.198 0.123 0.059 2.398 -0.808 1.525
C -2.513 0.106 -0.203 -6.062 1.889 -0.515
O -3.683 0.197 -0.228 4.292 -0.609 -0.288
O 3.167 0.118 -0.436 -1.078 0.073 0.985
O -0.965 -1.011 0.704 3.081 0.852 0.886
C 4.008 0.106 -1.198 0.949 -0.052 -0.881
La 1.183 0.361 1.302 -3.580 -1.346 -1.713
```
Forces are in eV/Å.

=====

> Look up the M of the first one.

83.11 Da